[1]
Computed, not measured: a single C3H7N3O molecule in a non-equilibrium geometry, with the ωB97M-V functional and the def2-TZVPD basis.

CARTESIAN COORDINATES (ANGSTROEM)
C  1.41  0.55  -2.30
C  0.45  -0.27  -1.52
C  -1.30  -0.68  1.27
H  1.91  1.36  -1.80
H  2.22  -0.01  -2.73
H  0.75  0.87  -3.21
H  0.04  -1.21  -1.97
H  -2.21  -1.21  1.68
H  -0.03  0.80  1.59
H  -0.44  -0.04  3.93
N  -0.07  0.05  -0.38
N  -1.15  -0.73  -0.01
N  -0.52  0.13  2.10
O  -1.07  0.41  3.35

The HOMO energy comes out at -8.5 eV. The SMILES is C/C=N/N=C\NO. The value obtained for the electronic energy is -357.89768 hartree. The LUMO energy is 0.036 hartree.

Atom charges from the natural (NBO) analysis, given in e for atoms 1 to 8: atom 1 (C): -0.665, atom 2 (C): 0.122, atom 3 (C): 0.241, atom 4 (H): 0.232, atom 5 (H): 0.225, atom 6 (H): 0.232, atom 7 (H): 0.170, atom 8 (H): 0.201

***

[2]
Computed, not measured: a single C3H7N3O molecule, with the ωB97M-V functional and the def2-TZVPD basis.

CARTESIAN COORDINATES (ANGSTROEM)
C  2.50  -0.47  0.18
N  1.39  0.74  0.30
C  0.18  0.72  -0.49
O  0.06  1.36  -1.50
N  -0.80  -0.10  0.02
C  -2.06  -0.19  -0.57
N  -2.96  -0.93  -0.07
H  2.30  -0.85  -0.83
H  2.24  -1.23  0.93
H  2.40  1.00  -0.03
H  1.29  1.05  1.26
H  -0.63  -0.70  0.82
H  -2.15  0.44  -1.46
H  -3.81  -0.86  -0.62

The HOMO energy comes out at -8.0 eV. The value obtained for the electronic energy is -357.89039 hartree. The LUMO energy is 0.020 hartree.

Atom charges from the natural (NBO) analysis, given in e for atoms 1 to 8: atom 1 (C): -0.697, atom 2 (N): -0.737, atom 3 (C): 0.800, atom 4 (O): -0.560, atom 5 (N): -0.643, atom 6 (C): 0.273, atom 7 (N): -0.654, atom 8 (H): 0.166

***

[3]
Computed, not measured: a gas-phase ion, C3H7N3O (charge +2) in a non-equilibrium geometry, with the ωB97M-V functional and the def2-TZVPD basis.

CARTESIAN COORDINATES (ANGSTROEM)
C  -1.05  0.01  -0.09
C  1.34  0.09  -0.05
C  -0.38  -1.37  0.02
N  -0.06  0.87  -0.06
N  -2.28  0.37  -0.11
N  2.45  0.63  -0.04
O  1.00  -1.14  -0.11
H  -0.55  -1.88  0.99
H  -0.72  -1.94  -0.82
H  -0.26  1.83  -0.02
H  -2.93  -0.34  0.30
H  -2.49  1.40  -0.13
H  2.79  1.61  0.24
H  3.13  -0.13  -0.11

The HOMO energy comes out at -21.0 eV. Its charge is +2. The SMILES is [NH2+]=C1COC(=[NH2+])N1. The value obtained for the electronic energy is -357.33127 hartree. The LUMO energy is -0.327 hartree.

Atom charges from the natural (NBO) analysis, given in e for atoms 1 to 8: atom 1 (C): 0.542, atom 2 (C): 0.881, atom 3 (C): -0.134, atom 4 (N): -0.556, atom 5 (N): -0.659, atom 6 (N): -0.678, atom 7 (O): -0.366, atom 8 (H): 0.291

***

[4]
Computed, not measured: a single C3H7N3O2 molecule in a non-equilibrium geometry, with the ωB97M-V functional and the def2-TZVPD basis.

CARTESIAN COORDINATES (ANGSTROEM)
C  1.36  1.26  -0.11
C  0.35  0.42  0.62
N  -1.13  0.80  0.25
O  0.50  -0.12  1.69
H  -1.26  1.66  -0.28
H  -1.71  0.81  1.09
H  1.06  1.46  -1.14
H  1.51  2.20  0.42
H  2.31  0.72  -0.12
N  0.11  -2.27  -0.22
O  -0.05  -0.96  -0.72
C  -1.61  -0.43  -0.65
N  -2.65  -0.80  -1.06
H  0.18  -2.17  0.80
H  1.03  -2.55  -0.56

The HOMO energy comes out at -8.7 eV. The value obtained for the electronic energy is -433.09886 hartree. The LUMO energy is 0.009 hartree.

Atom charges from the natural (NBO) analysis, given in e for atoms 1 to 8: atom 1 (C): -0.713, atom 2 (C): 0.738, atom 3 (N): -0.686, atom 4 (O): -0.617, atom 5 (H): 0.424, atom 6 (H): 0.439, atom 7 (H): 0.231, atom 8 (H): 0.238

***

[5]
Computed, not measured: a single C3H7N3O2 molecule in a non-equilibrium geometry, with the ωB97M-V functional and the def2-TZVPD basis.

CARTESIAN COORDINATES (ANGSTROEM)
C  -0.58  0.38  0.49
C  -1.34  -0.53  1.31
C  0.14  2.37  -0.64
N  -0.67  1.56  0.27
N  2.11  -1.91  -1.03
N  0.95  -1.67  -0.55
O  0.81  -0.37  -0.14
O  0.01  -2.48  -0.44
H  -2.25  0.07  1.53
H  -1.45  -1.48  0.80
H  -0.90  -0.68  2.29
H  0.95  1.68  -1.14
H  0.57  3.10  -0.07
H  -0.63  2.83  -1.40
H  2.29  -2.86  -1.29

The HOMO energy comes out at -10.0 eV. The SMILES is [H]/N=[N+](\[O-])O/C(C)=N\C. The value obtained for the electronic energy is -433.06598 hartree. The LUMO energy is 0.027 hartree.

Atom charges from the natural (NBO) analysis, given in e for atoms 1 to 8: atom 1 (C): 0.636, atom 2 (C): -0.723, atom 3 (C): -0.431, atom 4 (N): -0.409, atom 5 (N): -0.481, atom 6 (N): 0.561, atom 7 (O): -0.467, atom 8 (O): -0.476

***

[6]
Computed, not measured: a single C3H7N3O2 molecule in a non-equilibrium geometry, with the ωB97M-V functional and the def2-TZVPD basis.

CARTESIAN COORDINATES (ANGSTROEM)
C  -1.48  -0.79  -0.29
C  0.78  -1.35  0.44
C  2.00  1.77  -0.32
H  -2.89  1.62  1.04
H  -3.35  0.63  -0.38
H  -2.59  -1.11  -0.71
H  1.22  -2.31  0.53
H  0.56  -0.97  1.37
H  2.80  1.42  -1.09
H  1.39  2.82  -0.06
N  -2.48  1.15  0.10
N  -1.45  0.40  0.14
N  1.35  0.83  0.26
O  -0.28  -1.44  -0.44
O  1.92  -0.63  0.03

The HOMO energy comes out at -8.3 eV. The SMILES is C=NOCO/C=N/N. The value obtained for the electronic energy is -433.02831 hartree. The LUMO energy is 0.038 hartree.

Atom charges from the natural (NBO) analysis, given in e for atoms 1 to 8: atom 1 (C): 0.315, atom 2 (C): 0.224, atom 3 (C): -0.170, atom 4 (H): 0.371, atom 5 (H): 0.288, atom 6 (H): 0.135, atom 7 (H): 0.168, atom 8 (H): 0.169